# C37H78NO9PS

A 6-piece molecular cluster, C37H78NO9PS overall (ωB97M-V/def2-TZVPD, the OMol25 dataset).

Geometry (Å):
C (-0.959, -3.822, 0.268)
C (-0.711, -2.291, 0.891)
C (-1.727, -1.304, 0.059)
C (-1.260, 0.270, 0.035)
O (0.059, 0.529, 0.635)
C (0.941, 1.294, -0.260)
C (1.473, 2.675, 0.056)
C (1.051, 3.380, 1.489)
C (1.433, 2.464, 2.813)
C (0.057, 2.274, 3.698)
C (2.707, 3.067, 3.655)
C (2.460, 3.417, -1.071)
O (2.471, 4.749, -1.275)
C (3.471, 2.370, -1.894)
C (4.961, 2.863, -2.375)
S (5.273, 2.763, -4.219)
C (3.864, 3.481, -5.223)
C (2.450, 2.625, -5.127)
C (2.991, 0.979, -2.182)
P (3.993, -0.395, -3.057)
N (5.691, -0.382, -2.407)
O (3.249, -1.933, -2.659)
C (1.437, 0.635, -1.680)
O (0.706, -0.124, -2.500)
H (-0.263, -4.528, 0.893)
H (-0.495, -3.780, -0.830)
H (-2.087, -4.142, 0.278)
H (0.429, -2.055, 0.753)
H (-0.943, -2.302, 2.047)
H (-2.775, -1.355, 0.625)
H (-1.903, -1.655, -1.043)
H (-1.325, 0.672, -1.064)
H (-2.050, 0.893, 0.678)
H (1.591, 4.443, 1.528)
H (-0.110, 3.616, 1.403)
H (1.752, 1.364, 2.475)
H (0.247, 2.509, 4.829)
H (-0.843, 2.930, 3.338)
H (-0.283, 1.139, 3.613)
H (2.609, 2.732, 4.788)
H (2.816, 4.225, 3.518)
H (3.694, 2.541, 3.258)
H (5.080, 3.982, -1.983)
H (5.740, 2.214, -1.746)
H (4.188, 3.422, -6.370)
H (3.725, 4.638, -5.005)
H (1.918, 3.012, -4.131)
H (2.602, 1.469, -5.009)
H (1.697, 2.844, -5.995)
H (6.214, 0.338, -2.957)
H (5.670, -0.084, -1.397)
H (3.367, -2.026, -1.655)
C (5.391, 9.067, 3.473)
C (4.847, 7.648, 3.513)
O (3.494, 7.546, 3.074)
C (3.228, 7.962, 1.737)
C (4.001, 7.173, 0.693)
H (4.771, 9.733, 4.086)
H (6.418, 9.093, 3.852)
H (5.400, 9.472, 2.459)
H (4.869, 7.294, 4.548)
H (5.482, 6.966, 2.941)
H (3.408, 9.037, 1.633)
H (2.156, 7.811, 1.570)
H (5.081, 7.292, 0.807)
H (3.730, 7.507, -0.314)
H (3.779, 6.104, 0.780)
C (-3.099, -6.815, 4.410)
C (-2.871, -6.545, 2.932)
O (-1.631, -7.056, 2.446)
C (-1.439, -8.464, 2.557)
C (-2.478, -9.277, 1.804)
H (-2.284, -6.388, 5.008)
H (-4.046, -6.372, 4.737)
H (-3.139, -7.883, 4.629)
H (-2.848, -5.462, 2.773)
H (-3.699, -6.927, 2.328)
H (-1.395, -8.757, 3.611)
H (-0.450, -8.678, 2.135)
H (-3.487, -9.108, 2.186)
H (-2.260, -10.346, 1.890)
H (-2.481, -9.005, 0.742)
C (-0.102, 10.050, -0.304)
C (0.255, 10.870, 0.926)
O (1.570, 11.417, 0.882)
C (1.853, 12.305, -0.197)
C (0.957, 13.531, -0.220)
H (0.615, 9.231, -0.439)
H (-1.106, 9.626, -0.202)
H (-0.085, 10.652, -1.214)
H (0.215, 10.218, 1.805)
H (-0.479, 11.663, 1.097)
H (1.811, 11.766, -1.149)
H (2.891, 12.629, -0.071)
H (-0.096, 13.267, -0.351)
H (1.241, 14.195, -1.043)
H (1.041, 14.085, 0.721)
C (-6.200, -12.284, 0.560)
C (-6.462, -11.856, 1.995)
O (-6.444, -10.443, 2.178)
C (-7.401, -9.694, 1.433)
C (-8.839, -10.074, 1.741)
H (-5.234, -11.897, 0.215)
H (-6.191, -13.376, 0.483)
H (-6.964, -11.909, -0.124)
H (-5.672, -12.266, 2.632)
H (-7.403, -12.273, 2.365)
H (-7.191, -9.775, 0.361)
H (-7.250, -8.642, 1.698)
H (-9.050, -11.116, 1.490)
H (-9.530, -9.444, 1.172)
H (-9.048, -9.946, 2.809)
C (-0.112, -3.564, -3.704)
C (-0.656, -4.984, -3.664)
O (-2.009, -5.086, -4.103)
C (-2.275, -4.670, -5.440)
C (-1.502, -5.459, -6.484)
H (-0.732, -2.899, -3.091)
H (0.915, -3.538, -3.325)
H (-0.103, -3.160, -4.718)
H (-0.634, -5.338, -2.629)
H (-0.021, -5.666, -4.236)
H (-2.095, -3.595, -5.544)
H (-3.347, -4.821, -5.607)
H (-0.422, -5.340, -6.370)
H (-1.773, -5.125, -7.490)
H (-1.724, -6.528, -6.397)

Multiplicity = 1
Charge = 0
Structure (SMILES) = CCCCOC1=C(CC(C)C)C(=O)C(CSCC)=C(P(N)O)C1=O.CCOCC.CCOCC.CCOCC.CCOCC.CCOCC
Orbital gap = 6.91 eV

Atomic partial charges in e from the Löwdin method, atoms 1 to 2:
1 C -0.132
2 C -0.239

***

# C3H13NO3

A 3-piece molecular cluster, C3H13NO3 overall (ωB97M-V/def2-TZVPD, the OMol25 dataset).

Geometry (Å):
C (-1.308, -2.048, -0.563)
N (-0.019, -1.743, 0.204)
C (0.026, -0.501, 0.792)
O (-0.680, -0.424, 2.102)
C (-1.394, -1.288, -1.912)
H (-1.377, -3.121, -0.688)
H (-2.080, -1.697, 0.124)
H (0.159, -2.557, 0.770)
H (1.074, -0.170, 1.240)
H (-0.377, 0.321, 0.173)
H (-1.182, -1.251, 2.099)
H (-2.350, -1.543, -2.448)
H (-1.412, -0.185, -1.864)
H (-0.521, -1.581, -2.531)
H (2.937, 3.397, 5.007)
H (3.026, 2.342, 6.126)
O (2.482, 2.642, 5.387)
H (0.271, 3.130, -4.412)
H (1.746, 2.970, -4.562)
O (0.979, 3.307, -5.044)

Multiplicity = 1
Charge = 0
Structure (SMILES) = CCNCO.O.O
Energy relative to the best compared isomer or geometry (same formula, charge and spin) = 151.1 kJ/mol
Orbital gap = 9.80 eV

Atomic partial charges in e from the Löwdin method, atoms 1 to 2:
1 C -0.229
2 N -0.075

***

# H4O2P2S

H4O2P2S as an isolated structure (ωB97M-V/def2-TZVPD, the OMol25 dataset).

Geometry (Å):
O (1.749, 0.214, 1.117)
O (0.486, -1.689, -0.133)
P (-1.282, 0.536, 0.210)
P (1.520, -0.485, -0.127)
S (-1.094, -1.529, 0.343)
H (-2.046, 0.495, -0.928)
H (-2.396, 0.407, 0.957)
H (2.671, -1.352, -0.519)
H (1.074, 0.271, -1.075)

Multiplicity = 3
Charge = 0
Energy relative to the best compared isomer or geometry (same formula, charge and spin) = 0.0 kJ/mol
⟨S²⟩ = 2.01
Orbital gap (spin up / spin down) = 6.19 / 7.79 eV

Atomic partial charges in e from the Löwdin method, atoms 1 to 2:
1 O -0.412
2 O -0.783

***

# C12H14NO2

An isolated ion of composition C12H14NO2 and charge +1 (ωB97M-V/def2-TZVPD, the OMol25 dataset).

Geometry (Å):
C (-1.559, -0.529, -1.727)
C (-2.419, -1.458, -1.284)
C (-0.674, -0.134, -0.575)
C (-1.822, 2.026, 1.850)
C (-0.791, 1.888, 1.043)
C (0.406, 2.089, -1.171)
C (0.916, -1.521, 1.396)
C (-0.857, 1.589, -0.385)
C (1.507, -1.260, -0.065)
C (0.745, -0.071, -0.557)
C (-1.118, -1.240, 0.443)
C (3.029, -1.055, -0.018)
N (-2.090, -1.883, 0.009)
O (1.298, 1.055, -0.828)
O (-0.466, -1.300, 1.559)
H (-1.440, -0.318, -2.831)
H (-3.227, -1.924, -1.790)
H (-1.729, 2.056, 2.943)
H (-2.753, 2.032, 1.395)
H (0.242, 1.834, 1.362)
H (0.156, 2.039, -2.304)
H (0.673, 3.110, -0.837)
H (1.115, -2.634, 1.618)
H (1.288, -0.955, 2.222)
H (-1.927, 1.886, -0.879)
H (1.203, -2.203, -0.532)
H (3.258, -0.355, -0.827)
H (3.540, -2.106, -0.155)
H (3.495, -0.657, 0.927)

Multiplicity = 1
Charge = +1
Energy relative to the best compared isomer or geometry (same formula, charge and spin) = 260.3 kJ/mol
Orbital gap = 7.82 eV

Atomic partial charges in e from the Löwdin method, atoms 1 to 2:
1 C -0.003
2 C -0.056

***

# C5H3F3

C5H3F3 in the gas phase (ωB97M-V/def2-TZVPD, the OMol25 dataset).

Geometry (Å):
C (-2.082, 0.792, 0.770)
C (-0.911, 0.630, 0.587)
C (1.507, 0.478, 0.757)
C (0.302, 0.120, 0.209)
C (0.065, -0.951, -1.073)
F (-0.730, -0.365, -1.928)
F (-0.436, -2.130, -0.699)
F (1.238, -1.064, -1.700)
H (-3.032, 1.038, 1.136)
H (2.517, 0.186, 0.427)
H (1.561, 1.266, 1.513)

Multiplicity = 1
Charge = 0
Structure (SMILES) = C#CC(=C)C(F)(F)F
Energy relative to the best compared isomer or geometry (same formula, charge and spin) = 113.0 kJ/mol
Orbital gap = 9.93 eV

Atomic partial charges in e from the Löwdin method, atoms 1 to 2:
1 C 0.171
2 C -0.146

***

# C5H17NO2

A 3-piece molecular cluster, C5H17NO2 overall (ωB97M-V/def2-TZVPD, the OMol25 dataset).

Geometry (Å):
C (-1.792, -1.238, 0.926)
C (-0.483, -0.642, 0.285)
C (0.536, -0.320, 1.404)
C (1.741, 0.520, 0.772)
C (1.094, -1.563, 2.052)
N (0.121, -1.520, -0.773)
H (-2.435, -0.361, 1.265)
H (-2.521, -1.651, 0.299)
H (-1.446, -1.865, 1.747)
H (-0.850, 0.278, -0.149)
H (0.053, 0.239, 2.052)
H (1.985, 1.084, 1.652)
H (1.522, 1.121, -0.129)
H (2.568, -0.107, 0.382)
H (0.366, -2.250, 2.248)
H (1.843, -2.046, 1.435)
H (1.570, -1.331, 3.048)
H (0.963, -2.063, -0.503)
H (-0.591, -2.217, -0.962)
H (-2.417, 3.438, -1.715)
H (-1.118, 2.535, -1.510)
O (-1.761, 3.066, -1.067)
H (0.716, 0.276, -2.429)
H (0.416, 1.151, -3.615)
O (0.755, 1.167, -2.725)

Multiplicity = 2
Charge = -1
Energy relative to the best compared isomer or geometry (same formula, charge and spin) = 135.9 kJ/mol
⟨S²⟩ = 0.75
Orbital gap (spin up / spin down) = 2.33 / 9.49 eV

Atomic partial charges in e from the Löwdin method, atoms 1 to 2:
1 C -0.111
2 C -0.436

***

# C42H41N5O2P2PtSi

C42H41N5O2P2PtSi as an isolated structure (ωB97M-V/def2-TZVPD, the OMol25 dataset).

Geometry (Å):
Pt (0.215, 0.494, 0.837)
C (-1.231, -0.265, 4.230)
Si (-0.803, -0.952, 2.535)
C (0.618, -2.198, 2.626)
C (0.703, -2.995, 3.771)
C (1.626, -4.024, 3.862)
C (2.508, -4.263, 2.817)
C (2.474, -3.458, 1.692)
C (1.528, -2.438, 1.589)
P (1.654, -1.335, 0.157)
C (3.409, -0.929, 0.140)
C (3.978, -0.537, 1.355)
C (5.316, -0.204, 1.419)
C (6.099, -0.253, 0.270)
C (5.540, -0.647, -0.935)
C (4.196, -0.988, -1.004)
C (1.287, -2.222, -1.354)
C (1.422, -1.543, -2.566)
C (1.309, -2.237, -3.756)
C (1.021, -3.598, -3.743)
C (0.829, -4.261, -2.541)
C (0.968, -3.578, -1.342)
C (-2.295, -1.811, 1.781)
C (-2.996, -2.761, 2.527)
C (-4.141, -3.355, 2.028)
C (-4.627, -2.989, 0.778)
C (-3.950, -2.050, 0.022)
C (-2.772, -1.485, 0.512)
P (-1.915, -0.193, -0.419)
C (-3.097, 1.185, -0.371)
C (-3.943, 1.489, -1.433)
C (-4.902, 2.483, -1.293)
C (-5.023, 3.174, -0.098)
C (-4.184, 2.871, 0.968)
C (-3.229, 1.881, 0.831)
C (-1.803, -0.678, -2.153)
C (-2.034, -1.981, -2.589)
C (-2.015, -2.271, -3.945)
C (-1.754, -1.272, -4.871)
C (-1.473, 0.018, -4.438)
C (-1.491, 0.313, -3.087)
H (-1.755, -1.016, 4.825)
H (-1.901, 0.590, 4.144)
H (-0.348, 0.041, 4.791)
H (0.033, -2.820, 4.604)
H (1.664, -4.638, 4.752)
H (3.235, -5.060, 2.889)
H (3.196, -3.613, 0.900)
H (3.372, -0.511, 2.254)
H (5.759, 0.081, 2.365)
H (7.148, 0.004, 0.322)
H (6.150, -0.705, -1.825)
H (3.781, -1.314, -1.948)
H (1.639, -0.481, -2.578)
H (1.438, -1.718, -4.695)
H (0.937, -4.139, -4.675)
H (0.589, -5.315, -2.534)
H (0.840, -4.105, -0.406)
H (-2.650, -3.041, 3.515)
H (-4.670, -4.090, 2.619)
H (-5.538, -3.433, 0.400)
H (-4.340, -1.752, -0.943)
H (-3.870, 0.949, -2.367)
H (-5.563, 2.706, -2.120)
H (-5.777, 3.943, 0.009)
H (-4.285, 3.400, 1.906)
H (-2.583, 1.640, 1.671)
H (-2.239, -2.770, -1.879)
H (-2.211, -3.281, -4.278)
H (-1.759, -1.499, -5.928)
H (-1.253, 0.797, -5.157)
H (-1.297, 1.328, -2.758)
N (1.413, 2.258, 2.793)
C (2.704, 2.932, 2.702)
C (2.818, 3.833, 1.511)
C (2.830, 3.063, -0.062)
O (2.893, 3.899, -0.931)
O (2.762, 1.873, 0.121)
H (0.655, 2.930, 2.850)
H (1.365, 1.687, 3.628)
H (3.505, 2.192, 2.704)
H (2.886, 3.600, 3.559)
H (3.759, 4.374, 1.453)
H (1.972, 4.507, 1.375)
N (-1.425, 6.477, -1.750)
C (-0.581, 5.471, -1.510)
N (0.696, 5.595, -1.854)
N (-1.118, 4.396, -0.938)
C (-0.554, 3.309, -0.586)
N (-0.239, 2.278, -0.141)
H (-1.128, 7.342, -2.167)
H (-2.390, 6.363, -1.494)
H (1.033, 6.440, -2.283)
H (1.378, 4.868, -1.664)

Multiplicity = 5
Charge = +2
Energy relative to the best compared isomer or geometry (same formula, charge and spin) = 0.0 kJ/mol
⟨S²⟩ = 6.02
Orbital gap (spin up / spin down) = 7.32 / 5.90 eV

Atomic partial charges in e from the Löwdin method, atoms 1 to 2:
1 Pt 0.842
2 C -0.192

***

# C19H16N2O4RhS

C19H16N2O4RhS as an isolated structure (ωB97M-V/def2-TZVPD, the OMol25 dataset).

Geometry (Å):
Rh (0.437, 0.810, 0.832)
O (-1.348, 4.233, -0.491)
C (-1.294, 3.043, -0.328)
O (-0.189, 2.488, 0.166)
C (-2.447, 2.148, -0.680)
C (-3.505, 2.781, -1.341)
C (-4.634, 2.090, -1.729)
C (-4.724, 0.729, -1.465)
C (-3.690, 0.080, -0.822)
C (-2.553, 0.784, -0.409)
S (-1.450, -0.262, 0.493)
H (-3.401, 3.840, -1.535)
H (-5.437, 2.604, -2.239)
H (-5.598, 0.168, -1.768)
H (-3.759, -0.983, -0.625)
O (4.297, -4.225, 3.410)
C (3.203, -3.757, 4.162)
C (2.506, -2.681, 3.381)
C (1.506, -1.915, 3.971)
C (0.870, -0.941, 3.230)
N (1.193, -0.711, 1.955)
C (2.150, -1.454, 1.366)
C (2.828, -2.441, 2.051)
C (2.334, -1.124, -0.060)
C (3.194, -1.759, -0.930)
C (3.200, -1.398, -2.273)
C (4.144, -2.056, -3.237)
O (4.594, -3.264, -2.668)
C (2.320, -0.410, -2.700)
C (1.493, 0.205, -1.785)
N (1.518, -0.139, -0.492)
H (4.759, -4.910, 3.903)
H (3.515, -3.347, 5.128)
H (2.479, -4.556, 4.360)
H (1.219, -2.070, 5.003)
H (0.086, -0.323, 3.646)
H (3.601, -3.026, 1.575)
H (3.843, -2.550, -0.587)
H (4.977, -1.363, -3.415)
H (3.633, -2.212, -4.191)
H (5.208, -3.695, -3.269)
H (2.270, -0.112, -3.738)
H (0.800, 0.989, -2.058)

Multiplicity = 1
Charge = +1
Energy relative to the best compared isomer or geometry (same formula, charge and spin) = 11.4 kJ/mol
Orbital gap (spin up / spin down) = 6.45 / 6.45 eV

Atomic partial charges in e from the Löwdin method, atoms 1 to 2:
1 Rh 0.942
2 O 0.109

***

Number 1: F_max 0.1646 hartree/bohr. Number 2: F_max 0.0918 hartree/bohr. Number 3: F_max 0.0997 hartree/bohr. Number 4: F_max 0.0813 hartree/bohr. Number 5: F_max 0.0799 hartree/bohr. Number 6: F_max 0.1302 hartree/bohr. Number 7: F_max 0.0112 hartree/bohr. Number 8: F_max 0.0101 hartree/bohr.